#a
19
Properties=species:S:1:pos:R:3 method="wB97M-V/def2-TZVPD" spin_multiplicity=2 homo_energy_ev="-5.9 / -9.0"
C 0.2797 -0.5936 2.1771
C 1.2227 -0.2808 1.0125
C 0.7480 -0.8638 -0.2927
C 0.2456 -2.0729 -0.5050
C -0.0004 1.0750 -1.7143
N 0.7810 -0.0206 -1.4422
H -0.7608 -0.8368 1.9458
H 0.6087 -1.4207 2.7868
H 0.1536 0.2787 2.8245
H 1.2878 0.7921 0.8388
H 2.1882 -0.6733 1.3108
H 0.3716 -2.8817 0.2088
H -0.5366 -2.3858 -1.1871
H 0.1511 1.4518 -2.7031
H -0.6166 1.4845 -0.9343
H 1.3125 -0.5034 -2.1473
H -2.3973 3.0893 -1.2677
H -2.7878 1.7842 -0.4542
O -2.2510 2.5778 -0.4572


#b
19
Properties=species:S:1:pos:R:3 method="wB97M-V/def2-TZVPD" spin_multiplicity=2 homo_energy_ev="-9.4 / -9.4"
C 0.3524 1.1534 -1.9897
C -1.0545 1.3208 -1.4972
C -1.8036 2.4039 -1.7048
H 0.4673 0.1452 -2.3916
H 0.5998 1.8938 -2.7469
H 1.0666 1.2388 -1.1655
H -1.5609 0.4759 -1.0490
H -2.8276 2.4727 -1.3634
H -1.3566 3.2873 -2.1449
C -0.1220 -0.9484 0.9131
O -0.3603 -1.2997 -0.3666
C 1.2400 -1.4620 1.4458
N 1.3590 -0.9952 2.8262
H -0.0029 0.1496 0.9847
H -0.9299 -1.2077 1.6220
H 1.3073 -2.5479 1.3447
H 1.9763 -0.9615 0.8146
H 0.7310 -1.5012 3.4376
H 2.2901 -1.1699 3.1816


#c
19
Properties=species:S:1:pos:R:3 method="wB97M-V/def2-TZVPD" spin_multiplicity=2 homo_energy_ev="-6.9 / -9.3"
C -2.2816 -1.3344 0.5204
C -0.8373 -0.7558 0.2832
C -0.3606 -0.5217 -1.2113
C 0.7282 0.5943 -1.3887
C 1.8682 0.4689 -0.3274
O 2.0870 1.4015 0.6248
N -0.6284 0.4117 1.1570
H -2.3262 -1.6290 1.5597
H -2.4910 -2.2411 -0.0903
H -3.1012 -0.6253 0.2981
H -0.2251 -1.5953 0.6640
H -1.2837 -0.3576 -1.8077
H 0.0537 -1.4453 -1.5771
H 0.3469 1.5940 -1.2090
H 1.1803 0.5888 -2.3603
H 2.5988 -0.3370 -0.5375
H -1.3540 1.1418 1.2136
H 1.1543 0.5803 0.7303
H -0.4179 0.3092 2.1510


#d
19
Properties=species:S:1:pos:R:3 method="wB97M-V/def2-TZVPD" spin_multiplicity=2 homo_energy_ev="-9.1 / -9.1"
C 0.8468 1.1079 1.7014
N -0.2210 1.1610 0.6224
C -0.7539 -0.1597 -0.0163
C 0.1325 -0.6270 -1.2286
C 1.6497 -1.2481 -0.7571
O 2.4349 -1.3692 -1.8542
C -2.2403 0.1640 -0.3930
H 0.7004 0.3704 2.4993
H 1.8840 0.9726 1.4195
H 0.9056 2.0031 2.3246
H 0.2425 1.7040 -0.0762
H -0.7978 -0.8229 0.8839
H 0.3077 0.2047 -1.9764
H -0.4360 -1.4449 -1.7388
H 1.3879 -2.2549 -0.0582
H 1.8918 -0.5035 -0.0400
H -2.3673 0.7900 -1.1797
H -2.8514 -0.7513 -0.6337
H -2.7162 0.7040 0.5011


Most stable one: #a, least stable one: #c.


#a
22
Properties=species:S:1:pos:R:3 method="wB97M-V/def2-TZVPD" total_charge=+1 homo_energy_ev=-12.1
C 2.0741 -1.7719 1.9145
C 1.6328 -0.4409 1.5713
C 1.4918 -2.6244 1.1165
C 0.8377 -0.6487 0.5141
C -1.9370 0.2646 0.1713
C -1.0059 1.4089 0.0391
C -0.0394 0.1076 -0.3125
C -1.1531 2.4802 -1.0358
N -0.0269 -0.2318 -1.7120
O 0.7791 -2.0157 0.1660
H 2.7274 -1.9435 2.7422
H 1.6540 0.4489 2.2389
H 1.7545 -3.6526 1.0795
H -2.0085 -0.2469 1.1429
H -2.6060 -0.1267 -0.5958
H -0.5372 1.7622 0.9264
H -0.1257 2.6700 -1.4543
H -1.5686 3.4368 -0.7242
H -1.8187 2.0852 -1.8435
H -0.9461 0.1436 -1.9917
H 0.0539 -1.2530 -1.7266
H 0.7676 0.1481 -2.2262


#b
22
Properties=species:S:1:pos:R:3 method="wB97M-V/def2-TZVPD" total_charge=+1 homo_energy_ev=-13.4
C -0.5301 0.2307 -1.2562
C -0.6856 -0.9741 -0.6311
C 0.7065 1.3889 0.4018
C 0.4601 -0.2486 1.2951
C -1.0154 0.2614 -2.7260
C -1.0789 -2.1985 -1.3144
C 1.3696 2.4035 1.2002
C 0.7280 -0.6018 2.7298
N 0.1523 1.3341 -0.7484
O -0.1337 -1.1601 0.6049
H -1.0144 1.3306 -3.1406
H -2.0540 0.0300 -2.7136
H -0.3170 -0.4096 -3.4299
H -1.4903 -2.7426 -0.5394
H -0.1700 -2.6021 -1.8363
H -1.8726 -2.0681 -2.0448
H 1.3110 3.2947 0.7115
H 2.3002 2.0319 1.6552
H 0.9710 2.6035 2.1594
H 0.1561 0.2042 3.4202
H 1.6818 -0.4892 3.2138
H 0.5256 -1.6189 2.9885


Most stable one: #a, least stable one: #b.


#a
7
Properties=species:S:1:pos:R:3 method="wB97M-V/def2-TZVPD" smiles=C#C[SiH3] homo_energy_ev=-10.1
C 1.4552 -0.3671 1.7730
C 0.6829 -0.2560 0.7898
Si -0.4037 0.1441 -0.6102
H 2.1200 -0.5138 2.4935
H -0.8451 1.4266 -0.2343
H -1.6982 -0.4362 -0.1771
H 0.2214 -0.3846 -1.8778


#b
7
Properties=species:S:1:pos:R:3 method="wB97M-V/def2-TZVPD" smiles="C1=C[SiH2]1" homo_energy_ev=-9.1
C -0.8107 0.3399 -0.7681
C 0.5997 0.9915 0.2010
Si 0.0665 -0.7475 0.3752
H -1.4128 0.9401 -1.5665
H 1.1939 1.8482 0.1155
H -0.0781 -1.2940 1.7362
H 0.3904 -2.1300 0.0218


Most stable one: #a, least stable one: #b.


#a
24
Properties=species:S:1:pos:R:3 method="wB97M-V/def2-TZVPD" homo_energy_ev="-7.5 / -7.6"
C 1.1525 0.3572 -0.0222
C 0.0434 0.0332 -0.6665
C 1.1144 1.0258 1.3263
C -1.4253 0.8584 1.3688
C 2.4452 0.3959 -0.7484
C -1.9587 -0.3653 2.0903
C 0.2962 -1.8172 -2.2556
C -0.5644 -0.5790 -1.8633
N -0.0997 1.3616 1.8421
O 2.1633 1.2297 1.9103
O -2.4452 1.6291 0.9935
H 2.7380 -0.7098 -0.8151
H 3.1392 0.9340 -0.1797
H 2.4605 0.6092 -1.8110
H -2.1421 -0.2423 3.1459
H -1.1615 -1.1558 2.1352
H -2.8933 -0.8082 1.6071
H 1.2094 -1.8357 -1.5452
H 0.6145 -1.5875 -3.2140
H -0.2522 -2.6791 -2.2600
H -1.5688 -0.8133 -1.7167
H -0.6893 0.1740 -2.7392
H -0.0755 1.5664 2.8826
H -2.1007 2.4188 0.5349


#b
24
Properties=species:S:1:pos:R:3 method="wB97M-V/def2-TZVPD" homo_energy_ev="-6.3 / -6.5"
C -1.7116 1.7053 0.2303
C -0.1700 1.9357 0.0539
C 0.5384 0.2139 -1.9010
C 1.6320 -0.5739 -1.0871
C -0.3722 0.9582 -1.0629
C 0.2917 -1.2506 0.6657
C -1.0769 -1.7890 0.9487
C 1.0144 -0.4966 1.6901
N -1.7217 0.8941 -0.9036
O -2.6088 2.1398 0.8872
O 0.9754 -1.6433 -0.4260
H 0.1094 2.8959 -0.2338
H 0.4180 1.5247 0.8866
H 1.0558 0.8617 -2.5521
H 0.0554 -0.4211 -2.5943
H 2.4415 -1.0121 -1.7584
H 2.1951 -0.0139 -0.3220
H -1.6690 -1.4954 0.0383
H -1.4429 -1.2248 1.8129
H -1.1674 -2.8499 1.1153
H 0.4146 0.2055 2.2325
H 1.9209 -0.0135 1.3410
H 1.3329 -1.0806 2.4703
H -2.4549 0.5297 -1.5315


Most stable one: #a, least stable one: #b.